[1]
Molecular formula: C23H37FIrN3O4PSi
Method: DFT, ωB97M-V/def2-TZVPD

The geometry in ORCA input format:
```
! wB97M-V def2-TZVPD RIJCOSX def2/J DEFGRID3
* xyz 2 6
Ir -0.166 -0.727 -0.441
O 3.781 0.189 3.945
C 2.978 1.100 3.889
O 3.049 2.095 4.732
C 1.879 1.184 2.910
C 0.945 2.190 2.743
N 0.151 1.809 1.736
N 0.507 0.626 1.232
C 1.560 0.224 1.929
C 2.130 -1.103 1.546
O 3.152 -1.571 2.167
O 1.595 -1.729 0.631
H 3.490 -0.953 2.887
H 0.799 3.122 3.266
H -0.629 2.306 1.329
C -1.119 -4.036 1.787
Si -1.690 -3.567 0.083
C -3.226 -4.439 -0.504
C -0.361 -3.832 -1.196
N -1.953 -1.756 0.161
C -3.021 -1.162 0.690
C -4.092 -1.890 1.306
C -5.188 -1.258 1.829
C -5.298 0.137 1.773
C -4.281 0.900 1.197
C -3.191 0.259 0.690
F -2.206 1.014 0.138
H -0.937 -5.112 1.832
H -1.866 -3.796 2.546
H -0.185 -3.535 2.051
H -2.915 -5.327 -1.060
H -3.816 -3.825 -1.187
H -3.881 -4.782 0.297
H -0.103 -4.895 -1.149
H 0.579 -3.295 -1.051
H -0.742 -3.646 -2.200
H -4.016 -2.964 1.363
H -5.975 -1.839 2.289
H -6.173 0.630 2.173
H -4.348 1.978 1.137
C -2.123 -1.533 -3.646
C -1.432 -0.171 -3.705
C -2.407 0.942 -3.323
P 0.134 -0.168 -2.732
C 0.827 1.534 -2.935
C 0.235 2.497 -1.900
C 2.352 1.596 -2.852
C 1.192 -1.413 -3.582
C 2.499 -1.724 -2.846
C 1.427 -1.098 -5.062
H -3.032 -1.501 -4.248
H -2.414 -1.778 -2.621
H -1.505 -2.341 -4.038
H -1.099 0.014 -4.731
H -2.733 0.852 -2.286
H -3.293 0.861 -3.954
H -1.994 1.937 -3.477
H 0.510 1.845 -3.936
H 0.715 2.325 -0.934
H -0.843 2.403 -1.778
H 0.454 3.524 -2.193
H 2.715 1.184 -1.907
H 2.667 2.640 -2.897
H 2.844 1.072 -3.667
H 0.572 -2.312 -3.523
H 3.248 -0.950 -2.996
H 2.910 -2.654 -3.241
H 2.358 -1.856 -1.771
H 1.921 -0.138 -5.208
H 0.506 -1.100 -5.643
H 2.076 -1.865 -5.485
*
```

Results
HOMO (spin up / spin down) in Eh: -0.517 / -0.564
Total energy in eV: -59818.924
Lowest unoccupied orbital energy (spin up / spin down) in eV: -6.13 / -8.89
Energy above the lowest of the compared OMol25 structures with the same formula, charge and spin in kcal/mol: 0.0
<S²>: 8.798

[2]
Molecular formula: C23H37N3O8S4Sr
Method: DFT, ωB97M-V/def2-TZVPD

The geometry in ORCA input format:
```
! wB97M-V def2-TZVPD RIJCOSX def2/J DEFGRID3
* xyz -2 1
Sr 0.296 0.117 0.280
O -3.421 -1.764 0.019
C -2.349 -1.046 0.042
O -1.878 -0.468 1.014
C -1.714 -0.979 -1.375
O -0.896 0.174 -1.652
C -1.481 1.487 -1.398
C -0.344 2.577 -1.290
O -0.534 3.608 -1.926
O 0.607 2.282 -0.501
H -3.859 -1.942 0.956
H -2.527 -1.048 -2.096
H -1.053 -1.846 -1.471
H -2.021 1.483 -0.440
H -2.172 1.731 -2.204
C 3.669 -2.973 3.040
C 2.826 -2.276 1.992
S 2.062 -0.778 2.536
C 2.694 -2.851 0.778
C 3.388 -4.170 0.504
S 1.757 -2.230 -0.601
H 3.790 -2.335 3.914
H 4.667 -3.232 2.669
H 3.206 -3.909 3.376
H 3.011 -4.972 1.153
H 4.470 -4.114 0.672
H 3.225 -4.476 -0.528
C 5.582 3.438 1.522
C 4.202 3.283 0.876
C 4.333 3.004 -0.616
C 3.382 4.555 1.079
N 3.436 2.162 1.423
N 3.274 2.272 2.860
H 6.082 4.345 1.168
H 6.219 2.583 1.280
H 5.478 3.491 2.606
H 4.851 3.823 -1.123
H 3.342 2.883 -1.055
H 4.903 2.085 -0.789
H 3.856 5.399 0.570
H 3.307 4.795 2.142
H 2.378 4.418 0.673
H 3.896 1.276 1.239
H 2.321 2.607 2.989
H 3.211 1.300 3.175
C 0.166 0.995 -4.931
C 1.615 1.078 -4.508
O 1.749 0.440 -3.263
C 3.084 0.441 -2.769
C 3.884 -0.733 -3.292
H 0.009 1.516 -5.878
H -0.466 1.456 -4.172
H -0.141 -0.046 -5.046
H 1.924 2.131 -4.423
H 2.265 0.607 -5.261
H 2.999 0.392 -1.683
H 3.555 1.400 -3.020
H 3.420 -1.659 -2.953
H 4.903 -0.700 -2.897
H 3.947 -0.724 -4.384
O -7.004 -2.602 2.354
S -5.939 -1.801 2.906
O -6.111 -0.373 2.849
N -4.492 -2.253 2.334
C -3.725 -2.901 3.231
S -2.271 -3.598 2.945
C -4.379 -2.907 4.595
C -3.875 -3.399 5.787
C -4.656 -3.279 6.928
C -5.918 -2.684 6.876
C -6.422 -2.192 5.680
C -5.621 -2.319 4.559
H -2.892 -3.852 5.798
H -4.281 -3.648 7.875
H -6.507 -2.601 7.781
H -7.396 -1.725 5.623
*
```

Results
HOMO in Eh: -0.031
Total energy in eV: -89482.414
Lowest unoccupied orbital energy in eV: 4.08
Energy above the lowest of the compared OMol25 structures with the same formula, charge and spin in kcal/mol: 0.0

[3]
Molecular formula: C23H37N5O2
Method: DFT, ωB97M-V/def2-TZVPD

The geometry in ORCA input format:
```
! wB97M-V def2-TZVPD RIJCOSX def2/J DEFGRID3
* xyz 0 1
C -4.693 -7.342 1.485
H -4.594 -8.413 1.321
H -5.212 -7.186 2.427
C -5.460 -6.698 0.334
C -4.747 -6.950 -0.992
H -5.284 -6.484 -1.816
H -3.733 -6.556 -0.964
H -4.688 -8.018 -1.189
H -6.456 -7.152 0.283
C -5.664 -5.190 0.584
C -4.386 -4.435 0.661
C -3.560 -4.135 1.719
C -2.477 -3.418 1.164
N -2.644 -3.289 -0.149
N -3.788 -3.903 -0.431
H -4.122 -3.922 -1.382
C -1.378 -2.891 2.004
O -1.497 -2.941 3.222
N -0.258 -2.399 1.428
C 0.015 -2.231 0.024
H -0.801 -2.657 -0.557
C 0.183 -0.748 -0.306
H -0.746 -0.218 -0.094
H 0.394 -0.642 -1.370
C 1.302 -0.117 0.536
N 1.437 1.289 0.147
C 2.285 1.429 -1.021
C 2.155 2.827 -1.615
H 2.762 2.898 -2.520
H 1.113 3.005 -1.881
C 2.581 3.873 -0.581
C 2.344 5.265 -1.152
O 1.278 5.843 -1.043
N 3.370 5.824 -1.826
C 4.709 5.302 -2.019
C 5.353 6.284 -2.999
H 5.120 5.995 -4.024
C 4.660 7.602 -2.661
C 3.227 7.156 -2.397
H 2.648 7.098 -3.326
H 2.684 7.796 -1.699
H 5.093 8.034 -1.758
H 4.725 8.332 -3.464
H 6.434 6.329 -2.885
H 5.258 5.295 -1.068
H 4.689 4.285 -2.416
C 1.734 3.656 0.669
C 1.863 2.221 1.174
H 2.911 2.037 1.484
H 1.221 2.111 2.047
H 0.693 3.864 0.422
H 2.041 4.347 1.457
H 3.638 3.738 -0.333
H 3.348 1.237 -0.767
H 1.984 0.694 -1.770
C 0.954 -0.349 2.008
C 0.778 -1.845 2.271
H 0.488 -2.018 3.309
H 1.719 -2.371 2.068
H 1.745 0.021 2.661
H 0.024 0.166 2.250
H 2.250 -0.655 0.333
H 0.947 -2.763 -0.212
H -3.685 -4.375 2.753
H -6.203 -5.060 1.523
H -6.279 -4.778 -0.222
H -3.697 -6.913 1.567
*
```

Results
HOMO in Eh: -0.309
Total energy in eV: -35998.363
Lowest unoccupied orbital energy in eV: 0.77
Energy above the lowest of the compared OMol25 structures with the same formula, charge and spin in kcal/mol: 0.0